# 1
Here is a single C5H4F2 molecule from the Open Molecules 2025 dataset. Energies are from ωB97M-V/def2-TZVPD.

Results
F_max	0.81	eV/A
HOMO	-8.7240	eV
ΔE to the lowest compared entry with this formula, charge and spin	94.2	kcal/mol
calculated total energy	-10679.50233	eV

XYZ file:
```
11
Properties=species:S:1:pos:R:3:mulliken_charge:R:1
F 0.166 1.423 -2.941 -0.23
F 1.280 2.629 -1.480 -0.24
C 0.430 0.635 0.752 -0.20
C -0.805 -0.227 0.806 -0.50
C 0.572 1.510 -1.670 0.14
C -0.651 -0.522 -0.662 -0.21
C 0.327 0.614 -0.744 0.10
H -1.550 -0.510 -1.280 0.33
H 0.416 1.589 1.277 0.33
H -0.192 -1.505 -0.779 0.24
H 1.261 0.043 1.143 0.24
```


# 2
Here is a single C9H16N2O4 molecule at a distorted geometry from the Open Molecules 2025 dataset. Energies are from ωB97M-V/def2-TZVPD.

Results
SMILES	C[C@@H](O)[C@H](NC(=O)[C@@H]1CCCN1)C(=O)O
F_max	3.09	eV/A
HOMO	-9.3202	eV
ΔE to the lowest compared entry with this formula, charge and spin	12.2	kcal/mol
calculated total energy	-20763.39992	eV

XYZ file:
```
31
Properties=species:S:1:pos:R:3:mulliken_charge:R:1
O 0.163 -1.708 1.490 -0.67
O -3.187 -2.248 -0.291 -0.43
O -1.966 1.881 -0.713 -0.56
O -4.090 -0.226 -0.879 -0.58
N 1.533 -0.315 -1.519 -0.57
N -0.788 -0.681 -0.320 -0.10
C -2.005 -0.264 0.367 -0.34
C -2.147 1.261 0.506 0.33
C 0.256 -1.247 0.361 -0.14
C 1.520 -1.293 -0.448 0.57
C 2.180 0.924 -1.008 -0.41
C -3.252 -0.881 -0.294 0.14
C 2.741 -1.021 0.431 -0.90
C -0.998 1.715 1.421 -1.24
C 3.283 0.355 -0.009 -0.58
H -0.619 -0.073 -1.142 0.43
H -3.088 1.416 1.005 0.39
H 1.534 -2.298 -0.952 0.45
H 2.475 -0.961 1.504 0.33
H 2.099 -0.672 -2.288 0.33
H 1.432 1.487 -0.374 -0.22
H -1.023 1.129 2.358 0.37
H 4.219 0.226 -0.552 0.27
H -1.978 -0.753 1.355 0.53
H 3.481 0.979 0.850 0.38
H 2.501 1.571 -1.793 0.54
H -3.844 -2.620 -0.939 0.37
H 3.471 -1.818 0.355 0.35
H -1.098 2.748 1.740 0.45
H 0.004 1.675 0.966 0.06
H -2.812 1.714 -1.187 0.43
```


# 3
Here is 9 unconnected molecules or ions with the total composition C21H60N2O9 at a distorted geometry from the Open Molecules 2025 dataset. Energies are from ωB97M-V/def2-TZVPD.

Results
SMILES	NC(N)=O.CC(C)O.CC(C)O.CC(C)O.CC(C)O.CC(C)O.CC(C)O.CO.CO
F_max	14.83	eV/A
HOMO	-8.7284	eV
ΔE to the lowest compared entry with this formula, charge and spin	129.0	kcal/mol
calculated total energy	-44147.62296	eV

XYZ file:
```
92
Properties=species:S:1:pos:R:3:mulliken_charge:R:1
O -4.613 3.932 1.144 -0.49
O -0.137 1.251 5.145 -0.57
O -0.471 0.842 -0.089 1.32
O -4.350 -3.577 -3.431 -0.55
O -2.978 -0.429 0.028 -0.49
O 1.423 -1.995 0.793 -0.34
O 1.926 3.041 -0.191 -0.41
O 3.135 -2.925 -1.516 -0.54
O 3.798 2.089 1.553 -0.60
N 0.453 -3.162 2.616 -0.35
N -0.744 -1.610 1.713 -0.02
C -4.107 -0.138 -0.699 -0.65
C -3.486 4.426 1.107 0.52
C 3.593 0.236 0.334 -0.82
C 4.292 0.989 1.437 0.88
C 0.424 -2.213 1.732 0.03
C 3.505 -4.919 -2.439 -1.63
C -3.691 5.793 0.414 -1.62
C 1.223 -4.124 -2.143 -0.93
C 1.577 0.350 3.784 -0.79
C -0.441 -0.777 -1.853 0.00
C 2.621 -4.064 -1.608 0.93
C 1.630 4.338 0.253 -0.40
C 0.247 1.128 3.931 0.90
C -2.379 -3.061 -4.286 -1.33
C -0.968 1.626 -2.063 -1.76
C -0.079 0.582 -1.254 0.38
C 5.750 1.190 1.150 -1.87
C 0.480 2.431 3.107 -1.18
C -3.251 -3.170 -3.066 1.53
C -2.731 -4.042 -1.967 -1.15
C -2.405 3.565 0.409 -0.55
H 1.867 0.484 2.755 -0.23
H -1.860 -3.655 -1.553 -0.06
H 2.690 -2.408 -0.866 0.15
H -4.121 5.610 -0.641 0.30
H -1.005 2.528 -1.568 0.33
H -1.950 1.363 -2.108 0.37
H -0.607 0.605 3.372 -0.25
H 0.859 -5.146 -2.063 0.49
H -0.939 -0.885 1.033 -0.15
H -1.529 -0.960 -2.034 -0.48
H 6.142 0.250 1.121 0.50
H -2.670 3.000 -0.492 0.24
H 4.550 -4.858 -2.200 0.40
H 3.949 2.464 2.414 0.41
H 0.541 -3.601 -1.439 -0.32
H 6.234 1.707 1.964 0.45
H -4.984 -0.834 -0.661 0.32
H -2.053 -4.106 -4.571 0.26
H 0.103 1.484 0.336 -1.01
H -3.873 -0.325 -1.841 0.05
H 2.623 2.697 0.399 0.39
H 2.447 0.608 4.378 0.41
H 1.732 4.400 1.366 0.18
H -4.918 -3.437 -2.659 0.42
H 0.004 -1.512 -1.188 -0.70
H 0.934 0.759 -1.432 1.01
H -3.072 4.768 2.119 0.11
H -0.212 0.442 5.624 0.38
H 0.457 2.384 1.989 -0.13
H -3.070 -2.682 -5.047 0.39
H -4.427 6.498 0.812 0.39
H 0.089 -0.819 -2.769 0.76
H 3.476 -4.687 -3.458 0.43
H -1.240 -1.608 2.601 0.24
H 4.015 -0.787 0.485 0.47
H -0.619 1.807 -3.062 0.46
H 1.310 -3.819 2.675 0.33
H -4.416 0.886 -0.617 0.22
H 0.638 4.348 -0.264 0.04
H 1.159 -3.647 -3.055 0.40
H 3.857 0.607 -0.681 0.31
H 2.493 0.210 0.491 -0.38
H 6.088 1.730 0.258 0.33
H 1.376 2.889 3.401 0.49
H -1.572 -2.475 -4.215 0.32
H 3.199 -5.996 -2.423 0.34
H -1.583 4.182 0.113 0.06
H -3.398 -4.056 -1.251 0.58
H -0.283 -3.370 3.285 0.15
H -2.536 -5.070 -2.280 0.33
H -4.639 3.171 1.696 0.39
H 2.260 5.163 -0.123 0.25
H 2.475 -4.213 -0.556 0.23
H -1.978 2.900 1.134 0.14
H -3.545 -2.204 -2.628 -0.66
H 4.120 0.588 2.439 0.15
H -0.125 3.222 3.492 0.59
H -2.853 6.403 0.331 0.42
H 1.391 -0.697 3.851 0.45
H -2.248 0.098 -0.236 0.09
```


# 4
Here is 4 unconnected molecules or ions with the total composition C52H44ClNO11P at a distorted geometry from the Open Molecules 2025 dataset. Energies are from ωB97M-V/def2-TZVPD.

Results
F_max	1.23	eV/A
HOMO	-5.9008	eV
charge	-1
calculated total energy	-100466.28174	eV

XYZ file:
```
110
Properties=species:S:1:pos:R:3:mulliken_charge:R:1
Cl 2.546 -2.595 -0.687 -0.50
P 0.762 -1.796 -1.734 -0.06
O -0.727 9.018 0.998 -0.68
O -0.215 -2.538 -0.492 -0.30
O 0.537 -3.303 -2.594 -0.36
O -2.828 -1.506 4.710 -0.65
O -0.265 -5.411 3.142 -0.48
O -2.744 1.442 0.208 -0.48
O 5.004 0.700 -7.625 -0.68
O 0.403 -2.927 8.743 -0.69
O -3.770 -0.487 -0.333 -0.34
O -3.088 5.334 -2.102 -0.65
O 7.268 -3.335 -4.912 -0.67
N -1.755 -6.674 1.941 -0.68
C -3.060 7.967 -3.020 -0.52
C 7.572 -1.463 -6.305 0.21
C -3.540 -1.888 9.623 -0.48
C 3.325 -0.880 -6.019 -0.65
C 9.145 0.247 -7.826 -0.46
C -0.797 -3.696 -2.452 -0.82
C -3.886 -1.461 7.282 -0.52
C 5.280 -2.161 -5.425 0.33
C -1.735 -2.207 8.071 0.24
C -4.369 -1.491 8.579 -0.53
C -2.227 -2.245 9.370 -0.57
C 6.983 -0.423 -7.021 0.20
C -1.888 9.887 -1.386 -0.57
C -4.971 1.108 0.979 -0.36
C 2.547 -1.714 -5.235 -0.52
C -2.517 6.150 -1.412 0.44
C -0.309 -2.577 7.824 0.50
C 0.192 -2.508 6.427 0.47
C -3.732 0.731 0.213 0.54
C 7.773 0.427 -7.785 -0.57
C 3.124 -2.779 -4.551 -0.35
C -1.838 5.768 -0.144 0.19
C 5.506 -0.196 -6.976 0.57
C -0.571 6.346 1.827 -0.57
C -1.181 4.056 1.407 -0.50
C -1.885 8.552 -0.999 0.17
C -1.271 -3.289 -1.019 1.94
C -2.570 -1.822 7.023 0.18
C -2.469 10.257 -2.586 -0.46
C -2.633 -2.513 -0.995 -1.39
C 4.487 -3.001 -4.651 -0.84
C 4.694 -1.097 -6.120 0.26
C -0.552 5.012 2.197 -0.56
C -1.215 6.732 0.658 0.24
C 8.950 -1.639 -6.347 -0.55
C -0.647 -2.136 5.371 0.07
C -1.230 8.172 0.288 0.63
C -2.481 7.590 -1.815 0.17
C -1.822 4.432 0.239 -0.76
C 9.734 -0.785 -7.102 -0.45
C -2.444 -1.094 -0.498 -0.11
C -1.338 -4.251 1.351 0.47
C 6.744 -2.406 -5.491 0.52
C -1.046 -5.451 2.222 0.13
C 1.158 -2.478 3.822 -0.41
C -4.795 0.602 2.414 -1.19
C -3.051 9.295 -3.406 -0.48
C 1.991 -2.840 4.875 -0.66
C -2.074 -1.790 5.615 0.49
C -0.156 -2.119 4.070 -0.71
C -1.401 -4.558 -0.150 -1.78
C 1.513 -2.848 6.173 -0.71
H 1.530 -2.487 2.805 0.57
H -1.955 -1.059 0.476 0.18
H -3.921 -1.917 10.635 0.39
H -5.886 0.734 0.517 0.29
H 9.392 -2.448 -5.782 0.47
H 7.300 1.226 -8.339 0.47
H -2.284 -3.813 1.702 0.35
H 0.808 -0.601 -0.960 0.01
H -5.530 1.039 3.095 0.46
H -2.363 -5.040 -0.373 0.35
H -0.621 -5.281 -0.414 0.46
H -0.088 7.098 2.435 0.47
H -3.353 -3.040 -0.365 0.24
H -1.171 3.012 1.688 0.56
H -0.552 -3.522 1.555 -0.24
H -0.371 -1.264 -2.479 -0.07
H -0.043 4.712 3.104 0.40
H -0.814 -1.849 3.256 0.77
H -1.428 10.622 -0.741 0.47
H -1.427 -3.274 -3.249 0.28
H 3.015 -3.124 4.676 0.41
H -2.299 3.683 -0.375 0.75
H 1.484 -1.538 -5.142 0.48
H -2.467 11.296 -2.888 0.39
H -4.519 -1.159 6.459 0.51
H -2.647 -6.428 1.521 0.34
H -1.866 -0.509 -1.210 0.26
H 4.949 -3.822 -4.122 0.47
H 2.151 -3.137 6.996 0.48
H -1.570 -2.554 10.171 0.47
H 2.882 -0.051 -6.553 0.46
H -5.005 2.201 0.974 0.28
H -1.249 -7.194 1.230 0.31
H 2.505 -3.424 -3.940 0.53
H -3.497 9.586 -4.348 0.39
H -0.831 -4.786 -2.575 0.43
H -3.512 7.208 -3.644 0.48
H 10.807 -0.922 -7.130 0.39
H -3.807 0.904 2.775 0.30
H 1.628 -1.272 -2.718 -0.03
H -4.862 -0.487 2.485 0.26
H -5.394 -1.206 8.779 0.40
H -3.026 -2.469 -2.015 0.31
H 9.759 0.912 -8.419 0.38
```